[1]
42
Properties=species:S:1:pos:R:3 method="wB97M-V/def2-TZVPD" fmax_ha_per_bohr=0.127 multiplicity=1 orbital_gap_ev=8.01 charge=0 total_energy_ev=-168938.6914
C -3.22 1.25 -2.43
C -1.95 1.47 -2.67
C -0.90 1.77 -1.64
F -0.99 3.11 -1.36
C 0.51 1.73 -2.32
O 0.80 1.83 -3.40
O 1.38 1.55 -1.23
C 0.77 0.54 -0.52
Br 0.79 -0.98 -1.92
C 1.53 0.03 0.68
C 2.76 -0.83 0.34
C 3.78 -0.75 1.50
I 5.28 0.77 1.11
C -0.79 0.86 -0.37
S -1.66 -0.77 -0.46
P -1.30 1.97 1.06
C -3.04 2.52 0.76
C -1.44 0.99 2.64
C -2.61 -0.03 2.71
H -3.93 1.64 -3.14
H -3.60 0.66 -1.61
H -1.64 1.48 -3.70
H 1.93 0.89 1.22
H 0.91 -0.55 1.35
H 2.45 -1.86 0.25
H 3.27 -0.48 -0.55
H 3.26 -0.44 2.40
H 4.33 -1.67 1.62
H -1.14 -1.55 0.51
H -3.50 2.76 1.71
H -3.61 1.70 0.33
H -3.07 3.35 0.06
H -1.61 1.73 3.41
H -0.48 0.53 2.87
H -3.25 0.00 1.84
H -3.25 0.11 3.58
H -2.18 -1.03 2.71
C 3.08 -4.87 -1.47
Cl 1.70 -4.51 -0.42
Cl 2.54 -5.86 -2.83
Cl 3.78 -3.36 -2.07
Cl 4.30 -5.75 -0.54

---

[2]
155
Properties=species:S:1:pos:R:3 method="wB97M-V/def2-TZVPD" fmax_ha_per_bohr=0.123 multiplicity=1 orbital_gap_ev=8.16 charge=0 total_energy_ev=-96283.3818
C 7.64 2.76 -0.99
C 9.06 3.23 -0.77
O 9.13 3.52 0.61
C 8.09 2.97 1.23
O 7.91 3.06 2.46
O 7.26 2.40 0.31
H 7.79 2.00 -1.75
H 6.97 3.48 -1.46
H 9.21 4.22 -1.20
H 9.73 2.41 -1.02
C 3.17 3.98 4.82
C 3.66 5.32 5.30
O 2.53 6.09 5.20
C 1.48 5.32 5.39
O 0.39 5.72 5.81
O 1.87 4.02 5.28
H 3.70 3.16 5.31
H 3.39 3.72 3.78
H 4.49 5.77 4.77
H 4.16 5.23 6.27
C -6.78 -0.56 -6.15
C -6.73 -2.02 -6.42
O -6.32 -1.96 -7.78
C -5.62 -0.95 -8.07
O -4.90 -0.85 -9.06
O -5.97 0.07 -7.12
H -6.37 -0.33 -5.17
H -7.80 -0.18 -6.23
H -7.70 -2.50 -6.29
H -6.01 -2.58 -5.82
C -5.19 -7.03 -2.07
C -5.48 -6.56 -0.63
C -4.70 -7.32 0.40
C -3.25 -7.12 0.27
N -2.09 -6.96 0.06
H -5.98 -6.73 -2.75
H -5.16 -8.12 -2.07
H -4.25 -6.58 -2.41
H -6.56 -6.67 -0.48
H -5.18 -5.51 -0.58
H -4.83 -8.40 0.38
H -5.11 -6.91 1.32
C -4.92 4.72 1.74
C -6.21 4.24 1.02
C -7.15 5.41 0.58
C -7.63 6.24 1.68
N -7.98 6.86 2.59
H -4.50 3.82 2.20
H -5.14 5.37 2.59
H -4.20 5.22 1.10
H -6.74 3.50 1.60
H -5.90 3.70 0.13
H -8.03 4.99 0.11
H -6.74 6.10 -0.16
C 1.06 -4.53 -5.03
C 1.52 -3.28 -5.80
C 3.00 -3.29 -6.19
C 3.60 -4.60 -6.49
N 4.11 -5.63 -6.71
H 1.70 -4.73 -4.17
H 0.81 -5.42 -5.60
H 0.13 -4.20 -4.57
H 1.24 -2.36 -5.29
H 1.03 -3.20 -6.77
H 3.65 -2.76 -5.50
H 3.24 -2.68 -7.06
C 8.53 -6.26 -0.92
C 7.32 -5.23 -1.09
C 7.80 -4.06 -1.98
C 8.80 -3.35 -1.30
N 9.62 -2.72 -0.70
H 9.40 -6.02 -1.54
H 8.25 -7.30 -1.07
H 8.87 -6.16 0.11
H 6.96 -4.97 -0.09
H 6.50 -5.70 -1.63
H 7.10 -3.29 -2.30
H 8.22 -4.37 -2.93
C -0.12 -1.92 9.08
C 0.57 -0.62 9.05
C -0.43 0.54 9.23
C -1.12 0.46 10.53
N -1.66 0.38 11.54
H -0.39 -2.24 10.09
H 0.61 -2.65 8.70
H -1.06 -1.88 8.53
H 1.15 -0.50 8.13
H 1.33 -0.63 9.83
H -1.20 0.61 8.46
H 0.16 1.46 9.24
C 1.85 -1.61 0.18
C 1.25 -0.85 1.37
C -0.26 -1.25 1.50
C -1.11 -1.31 0.35
N -1.76 -1.39 -0.61
H 1.50 -1.16 -0.75
H 1.68 -2.67 0.34
H 2.91 -1.41 0.08
H 1.33 0.21 1.15
H 1.75 -1.01 2.33
H -0.74 -0.58 2.22
H -0.44 -2.22 1.97
C 5.12 -7.19 4.93
C 3.70 -6.71 4.65
C 2.57 -7.44 5.41
C 2.64 -8.88 5.50
N 2.66 -10.05 5.59
H 5.41 -7.14 5.98
H 5.77 -6.53 4.37
H 5.25 -8.22 4.59
H 3.46 -6.85 3.60
H 3.66 -5.64 4.84
H 1.58 -7.31 4.96
H 2.65 -7.05 6.42
C -9.21 -1.95 1.65
C -9.81 -2.91 2.73
C -9.13 -2.65 4.08
C -7.67 -2.88 4.04
N -6.51 -3.09 4.10
H -9.72 -1.84 0.69
H -8.14 -2.11 1.61
H -9.28 -0.96 2.11
H -9.71 -3.96 2.44
H -10.87 -2.68 2.79
H -9.58 -3.25 4.86
H -9.33 -1.63 4.41
O 2.97 6.32 -4.16
P 1.57 6.81 -4.26
N 0.37 5.54 -4.46
C 0.52 4.28 -3.80
C -1.01 5.93 -4.84
N 1.30 7.93 -5.55
C 1.16 7.37 -6.86
C 1.93 9.22 -5.54
N 1.03 7.64 -2.83
C 1.41 7.18 -1.49
C -0.11 8.60 -2.77
H 0.67 4.40 -2.72
H 1.34 3.78 -4.31
H -0.34 3.63 -3.96
H -1.69 5.82 -3.99
H -1.32 5.19 -5.58
H -1.08 7.00 -5.08
H 0.54 6.47 -6.85
H 0.63 8.13 -7.43
H 2.12 7.15 -7.33
H 1.75 9.62 -4.54
H 2.99 9.15 -5.78
H 1.54 9.84 -6.34
H 2.34 6.63 -1.62
H 1.58 7.95 -0.75
H 0.78 6.36 -1.14
H 0.02 9.33 -1.97
H -1.03 8.08 -2.50
H -0.25 9.21 -3.66